Below is a single C18H18N4O4S2 molecule in a non-equilibrium geometry, with properties calculated with wB97M-V/def2-TZVPD.

Computed properties:
Energy above the lowest of the compared OMol25 structures with the same formula, charge and spin, kJ/mol: 66.9
E_LUMO, eV: 0.28
Highest occupied orbital energy, eV: -8.6
Spin multiplicity: 1
Net charge: 0
HOMO-LUMO gap, eV: 8.91
Largest force on an atom, eV/A: 1.61
SMILES string: CC[C@@H](Oc1ccccc1)C(=O)Nc1nnc(S(=O)(=O)Nc2ccccc2)s1

Last columns: bonded neighbours and bond lengths (Å).
Geometry (Å):
1 C -5.1214 -2.6100 0.8448  C2 1.523, H44 1.087, H45 1.088, H46 1.088
2 C -3.6009 -2.5329 0.8054  C1 1.523, H3 1.092, H4 1.091, C5 1.541
3 H -3.2162 -2.3518 1.8112  C2 1.092
4 H -3.1858 -3.4732 0.4400  C2 1.091
5 C -3.0858 -1.4042 -0.1087  C2 1.541, C6 1.525, O31 1.413, H43 1.095
6 C -1.5755 -1.5732 -0.2418  C5 1.525, O7 1.210, N8 1.364
7 O -1.0587 -2.4959 -0.8292  C6 1.210
8 N -0.8447 -0.6141 0.3955  C6 1.364, C9 1.361, H30 1.014
9 C 0.5159 -0.6471 0.4169  N8 1.361, N10 1.298, S13 1.752
10 N 1.2475 0.2446 1.0113  C9 1.298, N11 1.322
11 N 2.5414 -0.0060 0.9068  N10 1.322, C12 1.287
12 C 2.8103 -1.0731 0.2404  N11 1.287, S13 1.738, S14 1.782
13 S 1.4223 -1.9280 -0.3621  C9 1.752, C12 1.738
14 S 4.4386 -1.7197 -0.0858  C12 1.782, O15 1.430, O16 1.426, N17 1.661
15 O 4.2459 -2.8612 -0.9260  S14 1.430
16 O 5.1429 -1.8603 1.1460  S14 1.426
17 N 5.1049 -0.5487 -1.0574  S14 1.661, C18 1.398, H29 1.008
18 C 5.8889 0.5039 -0.5749  N17 1.398, C19 1.390, C23 1.391
19 C 5.6038 1.0680 0.6627  C18 1.390, C20 1.383, H28 1.077
20 C 6.3758 2.1177 1.1271  C19 1.383, C21 1.385, H27 1.079
21 C 7.4196 2.6186 0.3667  C20 1.385, C22 1.384, H26 1.079
22 C 7.6931 2.0620 -0.8709  C21 1.384, C23 1.383, H25 1.080
23 C 6.9358 1.0050 -1.3420  C18 1.391, C22 1.383, H24 1.081
24 H 7.1517 0.5654 -2.3055  C23 1.081
25 H 8.5041 2.4453 -1.4723  C22 1.080
26 H 8.0167 3.4389 0.7351  C21 1.079
27 H 6.1548 2.5496 2.0913  C20 1.079
28 H 4.7854 0.6805 1.2457  C19 1.077
29 H 5.3574 -0.9094 -1.9641  N17 1.008
30 H -1.3291 0.1448 0.8623  N8 1.014
31 O -3.3549 -0.1300 0.4389  C5 1.413, C32 1.373
32 C -4.3840 0.6558 -0.0180  O31 1.373, C33 1.395, C37 1.388
33 C -4.4610 1.9110 0.5858  C32 1.395, C34 1.379, H42 1.079
34 C -5.4497 2.8016 0.2223  C33 1.379, C35 1.386, H41 1.079
35 C -6.3748 2.4578 -0.7507  C34 1.386, C36 1.382, H40 1.079
36 C -6.2988 1.2147 -1.3492  C35 1.382, C37 1.386, H39 1.080
37 C -5.3125 0.3099 -0.9897  C32 1.388, C36 1.386, H38 1.078
38 H -5.2938 -0.6539 -1.4730  C37 1.078
39 H -7.0153 0.9338 -2.1066  C36 1.080
40 H -7.1486 3.1530 -1.0369  C35 1.079
41 H -5.4977 3.7681 0.7004  C34 1.079
42 H -3.7349 2.1645 1.3427  C33 1.079
43 H -3.5114 -1.5180 -1.1116  C5 1.095
44 H -5.4307 -3.3911 1.5342  C1 1.087
45 H -5.5230 -2.8449 -0.1382  C1 1.088
46 H -5.5479 -1.6677 1.1813  C1 1.088

Results of the Mulliken charge analysis, in e, for atoms 1 through 2: atom 1 (C): -1.224, atom 2 (C): -0.634

***

Below is 3 unconnected molecules or ions with the total composition C4H4N2O3 in a non-equilibrium geometry, with properties calculated with wB97M-V/def2-TZVPD.

Computed properties:
Energy above the lowest of the compared OMol25 structures with the same formula, charge and spin, kJ/mol: 740.2
E_LUMO, eV: -1.67
Highest occupied orbital energy, eV: -10.1
Spin multiplicity: 1
Net charge: 0
HOMO-LUMO gap, eV: 8.43
Largest force on an atom, eV/A: 7.50

Last columns: bonded neighbours and bond lengths (Å).
Geometry (Å):
1 C -2.1396 -0.8401 0.1617  H7 1.288, O11 1.405
2 C -0.2625 0.4431 -0.2010  C4 1.462, N9 1.264, O11 1.382
3 C 1.8549 -0.1097 -0.0921  N9 1.527, N10 1.271, O12 1.423
4 C 0.3565 1.7511 0.0099  C2 1.462, O12 1.478, O13 1.278
5 H -3.4080 -0.8753 1.1301  no bonds
6 H -0.8179 -1.5241 0.7582  no bonds
7 H -2.4147 -1.3012 -1.0095  C1 1.288
8 H 3.6280 -0.5266 -0.3077  N10 0.996
9 N 0.4153 -0.6192 -0.0988  C2 1.264, C3 1.527
10 N 2.7735 -0.9884 -0.0874  C3 1.271, H8 0.996
11 O -1.6328 0.3609 -0.3622  C1 1.405, C2 1.382
12 O 1.7532 1.2884 0.1521  C3 1.423, C4 1.478
13 O -0.1057 2.9409 -0.0533  C4 1.278

Results of the Mulliken charge analysis, in e, for atoms 1 through 2: atom 1 (C): -0.636, atom 2 (C): 0.699

***

Below is a single C3H5NO2 molecule in a non-equilibrium geometry, with properties calculated with wB97M-V/def2-TZVPD.

Computed properties:
Energy above the lowest of the compared OMol25 structures with the same formula, charge and spin, kJ/mol: 237.8
E_LUMO, eV: 0.85
Highest occupied orbital energy, eV: -9.7
Spin multiplicity: 1
Net charge: 0
HOMO-LUMO gap, eV: 10.58
Largest force on an atom, eV/A: 1.45
SMILES string: O=C1NC[C@@H]1O

Last columns: bonded neighbours and bond lengths (Å).
Geometry (Å):
1 O -0.8829 -1.3879 0.4078  C2 1.431, H7 0.974
2 C -0.0913 -0.2643 0.8071  O1 1.431, C3 1.523, C5 1.616, H8 1.106
3 C 1.1315 -0.0205 -0.0666  C2 1.523, N4 1.458, H9 1.099, H10 1.089
4 N 0.2701 0.4897 -1.1261  C3 1.458, C5 1.383, H11 1.006
5 C -0.8468 0.6138 -0.3195  C2 1.616, N4 1.383, O6 1.198
6 O -1.9685 0.9363 -0.5879  C5 1.198
7 H -1.7665 -1.0746 0.6715  O1 0.974
8 H 0.1543 -0.4208 1.8737  C2 1.106
9 H 1.7845 0.7716 0.3269  C3 1.099
10 H 1.7034 -0.9211 -0.2838  C3 1.089
11 H 0.5124 1.2779 -1.7030  N4 1.006

Results of the Mulliken charge analysis, in e, for atoms 1 through 2: atom 1 (O): -0.506, atom 2 (C): -0.134

***

Below is 14 unconnected molecules or ions with the total composition C27H78N3O14S in a non-equilibrium geometry, with properties calculated with wB97M-V/def2-TZVPD.

Computed properties:
E_LUMO, eV: 1.81
Highest occupied orbital energy, eV: -2.0
Spin multiplicity: 1
Net charge: -1
HOMO-LUMO gap, eV: 3.79
Largest force on an atom, eV/A: 2.31

Last columns: bonded neighbours and bond lengths (Å).
Geometry (Å):
1 C 4.2109 -1.4017 -0.0435  C2 1.574, H20 1.118, H21 1.118, H22 1.120
2 C 4.1020 -0.0752 -0.8834  C1 1.574, C3 1.587, H23 1.121, H24 1.123
3 C 3.4220 1.1028 -0.0663  C2 1.587, C4 1.568, H25 1.121, H26 1.123
4 C 2.8476 2.1824 -1.0476  C3 1.568, C5 1.576, H27 1.118, H28 1.125
5 C 1.2762 2.3026 -1.0523  C4 1.576, C6 1.582, H29 1.122, H30 1.116
6 C 0.6330 0.8677 -1.2214  C5 1.582, C7 1.587, H31 1.115, H32 1.120
7 C -0.4837 0.7991 -2.3463  C6 1.587, C8 1.595, H33 1.123, H34 1.113
8 C -0.3307 -0.4764 -3.2918  C7 1.595, C9 1.566, H35 1.115, H36 1.127
9 C -1.6728 -1.2513 -3.5171  C8 1.566, C10 1.603, H37 1.117, H38 1.127
10 C -1.6854 -2.7190 -2.8734  C9 1.603, N11 1.459, H39 1.131, H40 1.136
11 N -0.8870 -2.8375 -1.6579  C10 1.459, C12 1.456
12 C -1.7440 -3.0300 -0.4973  N11 1.456, C13 1.593, H41 1.122, H42 1.137
13 C -1.0905 -2.1873 0.6857  C12 1.593, S14 1.856, H43 1.111, H44 1.117
14 S -2.4415 -1.4782 1.7431  C13 1.856, C15 1.790
15 C -3.2105 -0.0855 0.9222  S14 1.790, N16 1.327, O19 1.381
16 N -4.0308 -0.0092 -0.1174  C15 1.327, N17 1.364
17 N -4.3127 1.3181 -0.2611  N16 1.364, C18 1.318
18 C -3.6634 1.9850 0.6714  N17 1.318, O19 1.363, H45 1.101
19 O -2.9217 1.1544 1.4570  C15 1.381, C18 1.363
20 H 5.0746 -2.0418 -0.3517  C1 1.118
21 H 3.3061 -2.0447 -0.1781  C1 1.118
22 H 4.3217 -1.1088 1.0321  C1 1.120
23 H 3.5057 -0.2384 -1.8190  C2 1.121
24 H 5.1163 0.2557 -1.2342  C2 1.123
25 H 4.1881 1.5132 0.6419  C3 1.121
26 H 2.6239 0.6309 0.5667  C3 1.123
27 H 3.2622 3.2096 -0.8970  C4 1.118
28 H 3.1427 1.8699 -2.0870  C4 1.125
29 H 0.9701 2.7767 -0.0831  C5 1.122
30 H 0.9754 3.0215 -1.8518  C5 1.116
31 H 1.3781 0.0799 -1.4826  C6 1.115
32 H 0.1353 0.6440 -0.2429  C6 1.120
33 H -1.4602 0.6661 -1.8082  C7 1.123
34 H -0.5563 1.7257 -2.9591  C7 1.113
35 H 0.5061 -1.1381 -2.9691  C8 1.115
36 H -0.0319 -0.0643 -4.2978  C8 1.127
37 H -2.5738 -0.7223 -3.1207  C9 1.117
38 H -1.7772 -1.4188 -4.6268  C9 1.127
39 H -2.7430 -3.1034 -2.7643  C10 1.131
40 H -1.2082 -3.3887 -3.6564  C10 1.136
41 H -2.8038 -2.7021 -0.6618  C12 1.122
42 H -1.7085 -4.1137 -0.1547  C12 1.137
43 H -0.4827 -1.3494 0.2825  C13 1.111
44 H -0.4668 -2.8141 1.3678  C13 1.117
45 H -3.6750 3.0728 0.8390  C18 1.101
46 C 2.1570 -3.1371 2.5589  O47 1.421, H48 1.089, H49 1.092, H50 1.094
47 O 2.8157 -3.9785 1.6223  C46 1.421, H51 0.965
48 H 2.9034 -2.6795 3.2069  C46 1.089
49 H 1.6110 -2.3542 2.0284  C46 1.092
50 H 1.4643 -3.7253 3.1673  C46 1.094
51 H 2.1340 -4.3687 1.0618  O47 0.965
52 C -7.0307 2.5930 -2.5238  O53 1.421, H54 1.089, H55 1.093, H56 1.093
53 O -6.7221 3.0691 -1.2209  C52 1.421, H57 0.967
54 H -7.7948 3.2362 -2.9589  C52 1.089
55 H -6.1349 2.6219 -3.1497  C52 1.093
56 H -7.4115 1.5703 -2.4650  C52 1.093
57 H -6.0436 2.4834 -0.8575  O53 0.967
58 C 6.7312 -4.6279 2.0038  O59 1.425, H60 1.088, H61 1.092, H62 1.092
59 O 6.0979 -5.8446 1.6176  C58 1.425, H63 0.967
60 H 7.8064 -4.7902 2.0498  C58 1.088
61 H 6.5139 -3.8516 1.2679  C58 1.092
62 H 6.3694 -4.3219 2.9877  C58 1.092
63 H 5.1475 -5.6714 1.5849  O59 0.967
64 C -0.5452 5.6026 -0.4499  O65 1.425, H66 1.086, H67 1.094, H68 1.092
65 O -1.1817 4.3875 -0.8353  C64 1.425, H69 0.963
66 H 0.5283 5.4394 -0.4178  C64 1.086
67 H -0.7694 6.3872 -1.1789  C64 1.094
68 H -0.8927 5.9055 0.5400  C64 1.092
69 H -2.1297 4.5545 -0.8569  O65 0.963
70 C 5.4998 -7.6822 -1.9729  O71 1.420, H72 1.089, H73 1.094, H74 1.093
71 O 6.0966 -6.5027 -1.4548  C70 1.420, H75 0.965
72 H 5.4079 -7.5794 -3.0530  C70 1.089
73 H 6.1265 -8.5500 -1.7463  C70 1.094
74 H 4.5055 -7.8200 -1.5396  C70 1.093
75 H 6.1691 -6.6129 -0.4983  O71 0.965
76 C -4.5838 -3.7686 4.5994  O77 1.427, H78 1.089, H79 1.087, H80 1.093
77 O -3.3365 -4.2415 5.1055  C76 1.427, H81 0.963
78 H -5.3631 -4.4774 4.8739  C76 1.089
79 H -4.8122 -2.7968 5.0301  C76 1.087
80 H -4.5341 -3.6897 3.5101  C76 1.093
81 H -2.6650 -3.6003 4.8501  O77 0.963
82 C 8.5716 -8.7371 2.5153  O83 1.421, H84 1.089, H85 1.093, H86 1.093
83 O 7.7858 -8.6609 3.6966  C82 1.421, H87 0.965
84 H 9.3102 -9.5277 2.6385  C82 1.089
85 H 7.9315 -8.9697 1.6606  C82 1.093
86 H 9.0840 -7.7855 2.3507  C82 1.093
87 H 7.1409 -7.9560 3.5635  O83 0.965
88 C 1.9028 8.4556 0.0241  O89 1.424, H90 1.088, H91 1.094, H92 1.093
89 O 1.3092 7.4238 0.8061  C88 1.424, H93 0.963
90 H 1.6545 8.2873 -1.0220  C88 1.088
91 H 1.5126 9.4287 0.3355  C88 1.094
92 H 2.9890 8.4345 0.1443  C88 1.093
93 H 1.5412 7.5918 1.7254  O89 0.963
94 C -8.5173 5.4427 -4.9337  O95 1.423, H96 1.088, H97 1.093, H98 1.093
95 O -9.2339 4.2728 -5.3098  C94 1.423, H99 0.963
96 H -7.4550 5.2085 -4.9058  C94 1.088
97 H -8.6913 6.2388 -5.6629  C94 1.093
98 H -8.8403 5.7705 -3.9421  C94 1.093
99 H -10.1686 4.5022 -5.3272  O95 0.963
100 C -7.7948 -0.9592 4.9241  O101 1.424, H102 1.090, H103 1.092, H104 1.090
101 O -6.5502 -1.4197 5.4398  C100 1.424, H105 0.964
102 H -8.5722 -1.6702 5.2020  C100 1.090
103 H -8.0316 0.0194 5.3480  C100 1.092
104 H -7.7398 -0.8888 3.8375  C100 1.090
105 H -5.8802 -0.7767 5.1824  O101 0.964
106 C 9.7481 -2.7245 1.2394  O107 1.421, H108 1.088, H109 1.093, H110 1.093
107 O 9.0172 -2.1739 2.3271  C106 1.421, H111 0.963
108 H 9.1658 -2.6048 0.3279  C106 1.088
109 H 10.7023 -2.2026 1.1277  C106 1.093
110 H 9.9265 -3.7887 1.4168  C106 1.093
111 H 9.5527 -2.2937 3.1182  O107 0.963
112 C -8.5726 2.2428 2.5526  O113 1.422, H114 1.089, H115 1.093, H116 1.093
113 O -7.4484 1.5002 3.0088  C112 1.422, H117 0.964
114 H -9.3525 2.1920 3.3112  C112 1.089
115 H -8.2918 3.2869 2.3938  C112 1.093
116 H -8.9486 1.8159 1.6199  C112 1.093
117 H -6.7720 1.5578 2.3240  O113 0.964
118 C 0.7913 9.9414 -3.9184  O119 1.422, H120 1.089, H121 1.093, H122 1.093
119 O 1.9582 9.2582 -3.4770  C118 1.422, H123 0.963
120 H 0.0174 9.8309 -3.1610  C118 1.089
121 H 1.0100 11.0035 -4.0577  C118 1.093
122 H 0.4389 9.5098 -4.8586  C118 1.093
123 H 2.6289 9.3676 -4.1590  O119 0.963

Results of the Mulliken charge analysis, in e, for atoms 1 through 2: atom 1 (C): -1.039, atom 2 (C): -0.384